# 1
{
  "formula": "C5H13O2",
  "method": "ωB97M-V with the def2-TZVPD basis set",
  "charge": -1,
  "spin_multiplicity": 1,
  "homo_ev": -2.80,
  "elements": ["C", "O", "C", "C", "C", "C", "H", "H", "H", "H", "H", "H", "H", "H", "H", "H", "H", "H", "H", "O"],
  "positions_angstrom": [[-2.0134, 0.4421, 0.5035], [-1.4369, -0.1031, 1.6187], [-0.9456, 1.1945, -0.3899], [0.5015, 0.7394, -0.3407], [1.6957, 0.8902, -1.3211], [1.9092, -0.5516, -1.9559], [-2.4428, -0.4441, 0.0413], [-2.7241, 1.3130, 0.9537], [-0.8894, 2.2636, 0.0003], [-1.5438, 0.9481, -1.2727], [0.4645, -0.3725, -0.1592], [0.8039, 0.9909, 0.7512], [2.5293, 1.1839, -0.8264], [1.3206, 1.5376, -2.2461], [1.3255, -0.9526, -2.7970], [1.7161, -1.2442, -1.0490], [2.9856, -0.6035, -2.2893], [-0.5164, -1.2639, 1.9711], [-0.1955, -2.8259, 1.5954], [0.2222, -1.9991, 1.6751]]
}

=====

# 2
{
  "formula": "C27H52As3N4OPt",
  "method": "ωB97M-V with the def2-TZVPD basis set",
  "charge": 1,
  "spin_multiplicity": 1,
  "homo_ev": [-9.70, -9.70],
  "elements": ["Pt", "C", "As", "C", "C", "C", "C", "C", "As", "C", "C", "C", "As", "C", "C", "H", "H", "H", "H", "H", "H", "H", "H", "H", "H", "H", "H", "H", "H", "H", "H", "H", "H", "H", "H", "H", "H", "H", "H", "H", "H", "H", "C", "N", "C", "C", "O", "N", "C", "N", "H", "H", "H", "H", "H", "H", "H", "C", "C", "C", "C", "C", "C", "C", "C", "N", "C", "C", "C", "C", "H", "H", "H", "H", "H", "H", "H", "H", "H", "H", "H", "H", "H", "H", "H", "H", "H", "H"],
  "positions_angstrom": [[-1.6537, -0.2888, -0.3848], [-2.1334, 3.0718, 0.4459], [-1.1195, 1.5118, 0.9827], [0.7192, 2.0764, 0.7878], [-1.1893, 1.4081, 2.9221], [-2.3042, 0.5946, 3.5801], [-2.2175, 0.8402, 5.0912], [-2.0506, -0.9097, 3.3624], [-2.1418, -1.5828, 1.5408], [-1.3733, -3.3492, 1.7401], [-4.0174, -2.0317, 1.2746], [-3.6838, 1.0003, 3.0442], [-4.2117, 2.8801, 3.4312], [-5.6826, 2.9536, 2.1390], [-5.3259, 2.5477, 5.0096], [-3.1702, 2.7984, 0.2627], [-1.7015, 3.4354, -0.4861], [-2.0782, 3.8437, 1.2126], [0.8928, 2.8763, 1.5089], [0.9259, 2.4445, -0.2131], [1.3485, 1.2221, 1.0239], [-1.2383, 2.4514, 3.2463], [-0.2132, 1.0081, 3.2060], [-1.2582, 0.4960, 5.4813], [-3.0107, 0.3044, 5.6169], [-2.3077, 1.9034, 5.3228], [-2.7704, -1.4969, 3.9388], [-1.0481, -1.1633, 3.7150], [-2.0076, -3.9381, 2.4022], [-0.3808, -3.2624, 2.1708], [-1.3196, -3.8234, 0.7625], [-4.4471, -2.4545, 2.1829], [-4.0840, -2.7630, 0.4698], [-4.5722, -1.1423, 0.9832], [-4.4559, 0.3364, 3.4451], [-3.7128, 0.8943, 1.9521], [-5.2867, 3.0159, 1.1254], [-6.2679, 3.8529, 2.3268], [-6.3335, 2.0827, 2.2212], [-4.7034, 2.3566, 5.8809], [-5.9909, 1.7001, 4.8438], [-5.9240, 3.4369, 5.2052], [3.8633, -4.2256, -0.1948], [2.8414, -3.2611, 0.1493], [2.7419, -2.5423, 1.4022], [1.4865, -1.6970, 1.1569], [1.0013, -0.9371, 1.9821], [1.0126, -1.9468, -0.0950], [1.8323, -2.8472, -0.6338], [1.6461, -3.3154, -1.8720], [4.3572, -4.5532, 0.7165], [4.6191, -3.8020, -0.8600], [3.4204, -5.1073, -0.6607], [3.6084, -1.9061, 1.5916], [2.5983, -3.2106, 2.2537], [0.9264, -2.8865, -2.4308], [2.3300, -3.8922, -2.3270], [-6.5718, 1.2307, -1.3744], [-5.5324, 0.6921, -2.3196], [-5.9013, 0.2591, -3.5914], [-4.9513, -0.2509, -4.4610], [-5.3346, -0.7399, -5.8312], [-3.6209, -0.3248, -4.0536], [-3.2139, 0.1046, -2.7911], [-4.2043, 0.6157, -1.9396], [-1.8786, -0.0203, -2.3248], [-0.7743, 0.1505, -3.3053], [-1.0306, 1.3277, -4.2524], [-0.5149, -1.1604, -4.0900], [0.4966, 0.4896, -2.5229], [-7.3709, 0.5037, -1.2209], [-7.0317, 2.1389, -1.7673], [-6.1405, 1.4670, -0.4015], [-6.9389, 0.3184, -3.8997], [-6.3981, -0.6014, -6.0175], [-5.1091, -1.8020, -5.9415], [-4.7838, -0.2063, -6.6075], [-2.9127, -0.7519, -4.7459], [-3.9270, 0.9497, -0.9450], [-1.8874, 1.1871, -4.9061], [-0.1491, 1.4779, -4.8778], [-1.1935, 2.2403, -3.6750], [-0.9577, -1.1593, -5.0849], [-0.9290, -2.0118, -3.5454], [0.5586, -1.3095, -4.2294], [0.3771, 1.4528, -2.0247], [1.3400, 0.5748, -3.2102], [0.7216, -0.2656, -1.7693]]
}